Molecular formula: C24H27N3O4S
Method: DFT, ωB97M-V with the def2-TZVPD basis set

CARTESIAN COORDINATES (ANGSTROEM)
C  -6.146  0.670  1.284
C  -6.262  0.105  -0.132
C  -7.722  -0.010  -0.560
O  -5.726  -1.210  -0.203
C  -4.381  -1.402  -0.203
C  -3.968  -2.738  -0.187
C  -2.625  -3.053  -0.184
C  -1.663  -2.057  -0.211
C  -2.063  -0.725  -0.245
C  -1.084  0.368  -0.264
C  0.209  0.173  -0.808
C  1.121  1.192  -0.750
C  2.487  0.952  -1.308
O  2.701  0.880  -2.501
N  3.484  0.826  -0.389
C  3.302  0.819  1.045
C  4.029  -0.403  1.643
N  4.073  -1.486  0.687
S  2.578  -2.219  0.434
C  2.922  -3.866  1.094
O  2.301  -2.354  -0.964
O  1.591  -1.601  1.270
C  4.846  -1.174  -0.502
C  4.771  0.331  -0.823
C  0.734  2.444  -0.208
C  1.582  3.566  -0.143
C  1.126  4.745  0.380
C  -0.190  4.851  0.858
C  -1.038  3.781  0.805
C  -0.601  2.550  0.270
N  -1.463  1.519  0.244
C  -3.419  -0.403  -0.234
H  -6.562  1.673  1.318
H  -6.695  0.035  1.976
H  -5.107  0.708  1.601
H  -5.731  0.758  -0.840
H  -8.252  -0.674  0.117
H  -7.784  -0.421  -1.565
H  -8.194  0.968  -0.546
H  -4.724  -3.507  -0.170
H  -2.323  -4.090  -0.158
H  -0.616  -2.311  -0.173
H  0.482  -0.767  -1.258
H  3.703  1.747  1.476
H  2.239  0.753  1.275
H  3.494  -0.757  2.523
H  5.058  -0.161  1.922
H  3.215  -3.752  2.129
H  3.718  -4.298  0.504
H  2.019  -4.458  1.014
H  4.412  -1.752  -1.317
H  5.884  -1.487  -0.345
H  5.557  0.886  -0.303
H  4.852  0.500  -1.897
H  2.588  3.483  -0.528
H  1.777  5.607  0.425
H  -0.528  5.793  1.266
H  -2.054  3.844  1.161
H  -3.675  0.644  -0.252

Force components x, y, z for each atom (eV/Å):
C 0.2 -0.2 -0.3
C -0.3 0.4 0.1
C 0.5 -0.1 0.0
O 0.0 -0.2 0.0
C 0.3 -0.2 0.0
C -0.1 0.1 0.0
C -0.1 0.0 0.0
C 0.1 0.3 0.0
C -0.3 -0.5 0.0
C 0.3 0.5 0.1
C 0.2 0.4 0.0
C -0.6 -0.2 -0.2
C 0.1 0.2 0.0
O -0.2 -0.1 -0.2
N 0.1 -0.1 0.0
C -0.1 0.2 0.4
C -0.2 0.3 0.4
N -0.9 -0.5 -0.2
S 0.5 -1.2 0.6
C -0.3 0.8 -0.3
O 0.2 0.0 -0.3
O 0.1 0.1 0.3
C 0.3 0.0 -0.5
C 0.1 0.0 -0.2
C -0.4 -0.2 0.1
C 0.0 0.2 0.0
C 0.3 -0.1 -0.1
C -0.3 -0.1 0.1
C 0.1 0.2 0.0
C 0.6 0.2 -0.2
N -0.4 -0.4 0.0
C -0.2 0.1 -0.1
H 0.0 0.1 0.0
H -0.1 -0.1 0.1
H 0.1 0.1 0.1
H 0.0 -0.1 0.1
H -0.1 -0.1 0.1
H 0.0 0.0 -0.1
H -0.1 0.1 0.0
H -0.1 -0.1 0.0
H 0.0 -0.1 0.0
H 0.1 0.0 0.0
H 0.0 -0.1 0.0
H -0.1 -0.1 0.0
H 0.2 0.1 0.0
H 0.2 0.2 0.1
H -0.1 -0.1 0.0
H 0.1 0.0 0.2
H 0.2 -0.1 -0.1
H -0.2 0.0 -0.1
H 0.2 0.1 -0.1
H -0.1 0.0 -0.1
H 0.0 0.0 -0.1
H 0.1 0.0 0.2
H 0.1 0.0 0.0
H 0.1 0.0 0.0
H -0.1 0.1 0.0
H -0.1 0.0 0.0
H -0.1 0.1 0.0

SMILES ... CC(C)Oc1cccc(-c2cc(C(=O)N3CCN(S(C)(=O)=O)CC3)c3ccccc3n2)c1
HOMO-LUMO gap ... 8.250 eV
Spin multiplicity ... 1
Electronic energy ... -48822.2868 eV
Strongest force on any atom ... 1.41 eV/Å
LUMO level ... 0.176 eV
HOMO level ... -8.1 eV
Net charge ... 0